Here is an isolated molecule of C10H13N from the Open Molecules 2025 dataset. Energies are from ωB97M-V with the def2-TZVPD basis set.

Structure (SMILES)   CN1CCCc2ccccc21
LUMO level   0.93 eV
Energy relative to the best compared isomer or geometry (same formula, charge and spin)   294.7 kJ/mol
HOMO   -7.65 eV
Multiplicity   1

Atoms and positions in Å:
C (-1.386, 2.174, 0.081)
C (-1.963, -0.111, 0.342)
C (-1.785, -1.541, -0.271)
C (-0.383, -2.015, -0.073)
C (0.678, -0.978, 0.004)
C (2.107, -1.234, 0.230)
C (3.098, -0.240, 0.133)
C (2.655, 1.062, -0.219)
C (1.250, 1.273, -0.081)
C (0.264, 0.444, -0.116)
H (-0.890, 2.684, -0.777)
H (-2.467, 2.449, 0.032)
H (-1.061, 2.592, 1.056)
H (-3.092, 0.307, 0.149)
H (-2.027, -0.041, 1.549)
H (-2.566, -2.237, -0.159)
H (-1.983, -1.299, -1.354)
H (-0.381, -2.868, 0.758)
H (-0.031, -2.550, -1.130)
H (2.414, -2.286, 0.386)
H (4.166, -0.607, 0.347)
H (3.439, 1.825, -0.644)
H (0.958, 2.396, -0.041)
N (-1.015, 0.799, -0.201)

Forces on the atoms, in the same order (eV/Å):
C 0.49 1.40 -1.30
C -4.16 -0.51 2.45
C -0.03 3.48 -1.88
C 1.54 -4.30 -1.67
C 1.92 2.00 1.09
C -2.83 -0.18 -0.47
C 0.19 -0.07 -0.34
C 1.36 -1.12 0.42
C 4.60 7.66 -1.04
C 0.61 -6.67 0.78
H -0.44 0.63 0.97
H 0.69 -1.07 -0.27
H 0.31 -0.42 -0.39
H 2.72 -1.08 -0.15
H 0.77 -0.59 -2.25
H -0.79 -0.93 1.28
H 0.68 -0.15 0.63
H 0.48 1.91 -1.61
H -1.13 0.57 2.66
H -0.29 0.69 0.02
H -1.59 1.08 -0.79
H -1.96 -1.14 1.49
H 0.73 -1.92 -0.42
N -3.87 0.73 0.79